20
Properties=species:S:1:pos:R:3 method="wB97M-V/def2-TZVPD" energy_ev=-11418.7329 gap_ev=10.67 de_lowest_kj_mol=46.7
C 0.273 2.196 0.894
C -0.454 0.966 1.405
C 0.372 -0.327 1.270
N 0.473 -0.814 -0.120
C -0.581 -1.238 -0.849
N -1.746 -1.543 -0.122
O -0.537 -1.495 -2.039
H 0.551 1.958 -0.132
H -0.441 3.018 0.888
H 1.112 2.556 1.488
H -1.445 0.719 1.037
H -0.537 1.032 2.508
H 1.386 -0.336 1.671
H -0.058 -1.121 1.901
H 1.288 -0.456 -0.586
H -1.636 -1.864 0.831
H -2.343 -2.145 -0.672
O 1.713 -0.328 -2.815
H 1.796 -0.074 -3.729
H 0.814 -0.705 -2.829